This record from the Open Molecules 2025 dataset describes a 2-piece molecular cluster, C2H10N4S2 overall at a distorted geometry. The level of theory is ωB97M-V/def2-TZVPD.

Atoms and positions in Å:
S1 0.96633 0.93029 0.34932
S2 2.34840 0.26915 -1.04503
N1 4.02763 -0.16613 1.09664
N2 -3.56786 0.73321 -0.37188
N3 -5.39145 -0.56789 0.14221
N4 4.69874 -0.75812 -1.09398
C1 3.75205 -0.31090 -0.21592
C2 -4.12778 -0.24157 0.28837
H1 -2.56476 0.99624 -0.44888
H2 1.37546 2.12217 0.23958
H3 -3.45948 -0.87075 0.81931
H4 -6.16910 -0.00134 -0.21712
H5 5.45820 -1.23708 -0.68534
H6 -5.75769 -1.39689 0.59312
H7 3.19880 0.05786 1.69989
H8 4.64823 -0.56644 -2.06381
H9 4.73764 -0.56012 1.68577
H10 -4.17337 1.56828 -0.77225

Calculated values
Total charge: +2
2S+1: 1
Gap between HOMO and LUMO (eV): 10.531
Energy above the lowest of the compared OMol25 structures with the same formula, charge and spin (kcal per mole): 0.00
HOMO level (Ha): -0.6256



This record from the Open Molecules 2025 dataset describes a single C4H7N3 molecule. The level of theory is ωB97M-V/def2-TZVPD.

Atoms and positions in Å:
N1 -0.69955 1.26917 0.09436
N2 -2.37752 -0.48204 -0.26560
N3 2.43119 -0.55998 0.08633
C1 -0.03175 -0.84195 0.28364
C2 1.12489 -0.03018 0.12467
C3 0.70204 1.27083 0.03592
C4 -1.12418 -0.02504 0.14609
H1 -1.27157 2.03711 -0.21634
H2 3.09512 0.10982 -0.28007
H3 -2.27399 -1.47998 -0.39046
H4 1.26018 2.19628 0.03860
H5 -0.07026 -1.86519 0.62768
H6 2.45512 -1.38003 -0.51276
H7 -3.21971 -0.21881 0.22793

Calculated values
2S+1: 1
Gap between HOMO and LUMO (eV): 8.157
Energy above the lowest of the compared OMol25 structures with the same formula, charge and spin (kcal per mole): 8.84
SMILES: Nc1c[nH]c(N)c1
HOMO level (Ha): -0.2608



This record from the Open Molecules 2025 dataset describes a 2-piece molecular cluster, C4H9F2N overall at a distorted geometry. The level of theory is ωB97M-V/def2-TZVPD.

Atoms and positions in Å:
F1 1.84975 0.81402 0.65951
F2 1.54729 0.23381 -1.90275
N1 -0.31733 0.42353 0.26056
C1 -1.38508 -0.48700 0.00668
C2 0.95157 -0.04043 0.24122
C3 1.14334 -1.48269 0.50166
C4 -0.46093 1.78672 -0.22734
H1 0.30300 -2.00355 0.02567
H2 1.20228 -1.69691 1.54570
H3 -2.32824 0.07931 -0.17002
H4 -1.47812 2.05873 0.07245
H5 -1.67880 -1.20731 0.78263
H6 -1.11956 -0.99922 -1.02210
H7 -0.37373 1.78154 -1.41005
H8 0.06430 2.52157 0.47988
H9 2.08026 -1.78210 0.15629

Calculated values
2S+1: 1
Gap between HOMO and LUMO (alpha / beta) (eV): 9.865 / 9.864
Energy above the lowest of the compared OMol25 structures with the same formula, charge and spin (kcal per mole): 53.49
HOMO level (alpha / beta) (Ha): -0.3498 / -0.3498



This record from the Open Molecules 2025 dataset describes a single C2H4N6O2 molecule at a distorted geometry. The level of theory is ωB97M-V/def2-TZVPD.

Atoms and positions in Å:
O1 -2.56670 -0.81376 0.17278
O2 -2.41547 -2.78663 1.00106
N1 -0.41044 0.76285 2.73269
N2 -0.47356 0.04788 1.59425
N3 -0.91710 -1.33044 1.60487
N4 0.48697 2.08866 1.24999
N5 -2.14014 -1.62782 0.93635
N6 0.06280 1.91105 2.50652
C1 0.63442 0.69371 -0.71144
C2 0.26514 0.86885 0.66919
H1 1.28787 1.54531 -1.12494
H2 -0.05352 0.67325 -1.51471
H3 1.29126 -0.15274 -0.86542
H4 -0.61313 -2.02364 2.29086

Calculated values
2S+1: 1
Gap between HOMO and LUMO (eV): 10.388
Energy above the lowest of the compared OMol25 structures with the same formula, charge and spin (kcal per mole): 80.16
SMILES: Cc1nnnn1N[N+](=O)[O-]
HOMO level (Ha): -0.3913



This record from the Open Molecules 2025 dataset describes a single C4H10N2 molecule at a distorted geometry. The level of theory is ωB97M-V/def2-TZVPD.

Atoms and positions in Å:
N1 -0.22122 1.84719 0.44333
N2 -2.49865 -0.05307 -0.27611
C1 -0.09482 0.55414 -0.24919
C2 -1.17419 -0.13099 -0.65216
C3 1.25644 -0.10404 -0.27131
C4 1.41914 -1.42044 0.48596
H1 1.81151 -1.05801 1.46457
H2 0.39076 -1.80849 0.72346
H3 1.59110 -0.22441 -1.33493
H4 -0.22466 1.84396 1.44350
H5 -3.15891 -0.31115 -0.99664
H6 -0.93041 -1.06159 -1.23337
H7 2.11160 -2.15525 0.12076
H8 -2.71143 0.93570 0.09100
H9 0.45104 2.49062 0.06958
H10 1.98271 0.65581 0.17154

Calculated values
2S+1: 1
Gap between HOMO and LUMO (eV): 8.898
Energy above the lowest of the compared OMol25 structures with the same formula, charge and spin (kcal per mole): 32.83
SMILES: CC/C(N)=C/N
HOMO level (Ha): -0.2862



This record from the Open Molecules 2025 dataset describes a single C9H12O4S molecule at a distorted geometry. The level of theory is ωB97M-V/def2-TZVPD.

Atoms and positions in Å:
S1 0.85609 0.94864 2.12270
O1 -0.47501 1.73603 1.67965
O2 1.01465 0.02117 -0.99360
O3 1.98421 1.33430 1.37758
O4 0.91302 1.14575 3.55200
C1 -0.29842 -0.24825 -0.76409
C2 1.46090 -1.51535 1.55628
C3 -0.57803 -1.58836 -0.90094
C4 1.58717 -1.20411 -1.25027
C5 0.47491 -0.72761 1.82723
C6 -1.81250 1.32752 -1.74547
C7 0.65709 -2.20515 -1.27894
C8 -1.28112 0.82472 -0.48984
C9 -0.71725 1.97269 0.35522
H1 2.37063 -0.92866 1.34541
H2 -1.48131 -2.12229 -0.65982
H3 -1.92861 0.20919 0.19763
H4 -2.09821 0.50061 -2.35240
H5 -1.42020 2.73703 0.41396
H6 1.49293 -2.70871 1.55357
H7 -1.13865 1.77100 -2.46840
H8 0.79845 -3.26777 -1.53161
H9 -0.57983 -1.07546 1.95821
H10 -2.65663 1.94677 -1.79194
H11 0.19632 2.31699 -0.07969
H12 2.65940 -1.20070 -1.63246

Calculated values
2S+1: 1
Gap between HOMO and LUMO (eV): 9.698
Energy above the lowest of the compared OMol25 structures with the same formula, charge and spin (kcal per mole): 0.00
SMILES: C=CS(=O)(=O)OC[C@@H](C)c1ccco1
HOMO level (Ha): -0.3303